Record 1
Molecular formula: C4H8ClN4
Method: DFT, wB97M-V/def2-TZVPD

```
17
Properties=species:S:1:pos:R:3:forces:R:3:lowdin_charge:R:1
C 1.9678 0.6105 -0.1209 0.040 0.028 -0.036 -0.09
C 1.3129 -0.6122 0.5245 0.110 -0.071 0.077 -0.26
C 0.1605 -1.2725 -0.2151 -0.184 -0.206 0.045 -0.61
Cl 0.5447 -1.7068 -1.8739 0.028 0.054 -0.029 0.75
N -1.0747 -0.4259 -0.2380 0.058 0.167 0.246 -0.11
N -2.2049 -0.7957 -0.7332 0.127 0.048 -0.276 0.14
N -3.0762 0.1699 -0.5630 -0.261 -0.055 0.253 0.11
C -2.4651 1.1376 0.1085 -0.239 0.234 -0.142 -0.05
N -1.2086 0.7828 0.3139 0.357 -0.128 0.025 0.18
H 1.3962 1.5402 -0.0361 -0.041 -0.068 -0.045 0.06
H 2.9220 0.8051 0.3714 -0.095 -0.048 -0.037 0.09
H 2.1684 0.4396 -1.1802 -0.021 0.018 0.112 0.07
H 2.0595 -1.4095 0.5904 -0.081 0.097 0.060 0.13
H 0.9961 -0.4199 1.5586 0.053 -0.031 -0.089 0.12
H -0.1678 -2.1801 0.2953 0.133 0.083 -0.058 0.13
H -2.8941 2.0735 0.4359 -0.004 -0.090 -0.070 0.16
H -0.4366 1.2634 0.7619 0.019 -0.033 -0.037 0.17
```
Forces are in eV/Å.

Calculated values
Charge: +1
Lowest unoccupied orbital energy (eV): -4.868
ΔE to the lowest compared entry with this formula, charge and spin (kcal/mol): 68.5

---

Record 2
Molecular formula: C34H17BrF5N5O4V
Method: DFT, wB97M-V/def2-TZVPD

```
67
Properties=species:S:1:pos:R:3:forces:R:3:lowdin_charge:R:1
V 0.0468 -0.4609 -0.0120 1.568 -0.232 -0.515 1.16
Br -0.4477 6.7265 -1.4856 0.003 -0.001 0.006 0.75
C -0.5682 4.8475 -1.3338 -0.010 -0.050 -0.048 -0.69
C -0.7379 4.0705 -2.4890 0.017 0.139 -0.051 -0.09
C -0.8290 2.7048 -2.4092 0.056 -0.153 -0.048 0.03
C -0.7192 2.0555 -1.1676 -0.151 -0.098 -0.352 -0.29
O -0.7907 0.7448 -1.1216 -0.826 0.181 0.323 -0.16
C -0.5950 2.8446 -0.0143 0.078 -0.118 0.297 -0.13
C -0.7981 2.2305 1.2613 -0.089 -0.507 0.046 -0.02
N -0.8288 0.9456 1.4512 0.023 0.614 -0.158 0.04
C -1.3926 0.4062 2.6344 0.078 0.157 -0.138 -0.20
C -1.8853 1.1078 3.7042 -0.062 -0.055 0.168 0.00
C -2.4896 0.4266 4.7795 0.025 0.040 -0.053 -0.06
C -2.6222 -0.9337 4.7595 -0.031 0.003 0.061 -0.02
C -2.1318 -1.6780 3.6658 0.020 -0.002 -0.027 -0.14
C -2.2622 -3.0836 3.5509 -0.017 -0.024 0.020 0.02
C -1.7723 -3.7103 2.4489 -0.022 -0.066 0.017 0.01
C -1.1139 -2.9575 1.4564 0.009 0.064 -0.001 -0.05
N -0.9602 -1.6527 1.5364 -0.230 -0.093 -0.001 0.06
C -1.4958 -1.0014 2.6129 -0.018 -0.077 0.039 -0.17
C -0.5232 4.2474 -0.1074 0.014 0.008 0.019 -0.07
H -0.8016 4.5634 -3.4501 -0.005 -0.023 -0.001 0.11
H -0.9768 2.0959 -3.2915 -0.024 0.040 -0.004 0.13
H -1.0359 2.9125 2.0747 -0.040 -0.034 0.060 0.13
H -1.8418 2.1871 3.7420 0.011 -0.003 -0.009 0.11
H -2.8711 0.9986 5.6147 0.007 -0.009 -0.011 0.11
H -3.1125 -1.4528 5.5735 0.008 -0.003 -0.013 0.12
H -2.7628 -3.6364 4.3368 0.008 0.005 -0.010 0.13
H -1.8706 -4.7765 2.3048 -0.004 0.009 -0.002 0.12
H -0.7065 -3.4406 0.5825 0.006 -0.005 0.022 0.11
H -0.4458 4.8430 0.7940 0.003 -0.024 -0.004 0.11
O 6.4277 0.6293 -2.8877 0.031 0.006 -0.008 0.08
N 6.4598 0.3470 -1.7098 0.008 0.078 0.041 -0.33
O 7.4836 0.2094 -1.0728 -0.018 -0.061 -0.001 0.08
C 5.1704 0.1868 -0.9759 0.112 -0.027 0.022 -0.06
C 5.3071 0.1020 0.3832 -0.022 0.029 -0.004 0.04
C 4.1508 -0.0331 1.1700 0.020 -0.011 0.092 -0.13
C 4.1581 -0.1308 2.5747 0.126 0.012 -0.003 0.03
C 2.9780 -0.2777 3.2490 -0.049 -0.009 0.037 -0.02
C 1.7786 -0.3326 2.5272 0.129 -0.029 -0.003 -0.07
N 1.7321 -0.2380 1.2108 -0.039 -0.054 0.361 0.06
C 2.9058 -0.0896 0.5304 -0.151 -0.006 -0.035 -0.12
C 2.7718 0.0042 -0.8708 0.474 -0.004 -0.078 -0.15
N 1.5052 0.0081 -1.3230 0.004 -0.060 -0.188 0.00
C 1.2698 -0.2853 -2.7427 0.181 0.081 -0.086 -0.17
C 2.4683 0.0480 -3.5792 -0.028 -0.041 -0.065 0.01
C 3.6913 0.2418 -3.0949 0.027 0.001 -0.024 0.00
C 3.9327 0.1400 -1.6586 -0.324 -0.020 -0.030 -0.04
H 6.2861 0.1379 0.8329 0.005 -0.007 0.002 0.13
H 5.1033 -0.0911 3.1034 -0.024 -0.005 0.002 0.13
H 2.9450 -0.3628 4.3257 0.011 0.002 -0.014 0.11
H 0.8507 -0.4701 3.0600 -0.049 0.014 -0.047 0.11
H 0.4545 0.3528 -3.0760 -0.056 -0.014 0.044 0.12
H 2.3027 0.1009 -4.6478 0.001 0.008 0.018 0.13
H 4.5020 0.4657 -3.7638 -0.022 0.009 0.023 0.10
F -1.5572 -3.7522 -4.4078 0.021 0.036 -0.003 0.07
C -1.2855 -3.2521 -3.1685 0.053 -0.171 -0.056 -0.29
C -0.6604 -1.9164 -3.0542 0.063 0.213 -0.068 -0.15
F -1.4491 -0.8129 -3.1532 0.045 -0.014 0.011 0.09
C 0.8178 -1.7533 -3.0308 -0.190 -0.039 0.089 -0.21
F 1.6306 -2.3826 -3.9449 0.055 0.042 0.032 0.08
C 0.2678 -2.4828 -1.8607 -0.002 -0.012 -0.027 -0.21
O 0.4750 -2.1145 -0.5553 -0.814 0.517 0.381 -0.16
C -0.3926 -3.7973 -2.0793 0.079 -0.103 -0.114 -0.31
F 0.3733 -4.9295 -2.0484 0.030 -0.006 0.003 0.06
C -1.8657 -3.7969 -1.9197 -0.043 -0.009 0.098 -0.05
F -2.2838 -2.7060 -1.0231 -0.052 -0.034 -0.034 -0.14
```
Forces are in eV/Å.

Calculated values
2S+1: 2
Charge: 0
Lowest unoccupied orbital energy (alpha / beta) (eV): -2.139 / -1.829
ΔE to the lowest compared entry with this formula, charge and spin (kcal/mol): 68.4

---

ΔE to the lowest compared entry with this formula, charge and spin of number 1 (C4H8ClN4)? 68.5 kcal/mol